(1)
10
Properties=species:S:1:pos:R:3 method="wB97M-V/def2-TZVPD" spin_multiplicity=1 lumo_energy_ev=-3.987 charge=+1 gap_ev=13.49
O -0.424 1.028 1.740
H -0.046 0.954 2.620
H -0.814 1.903 1.658
H -0.066 0.392 0.297
C 0.284 -1.121 -1.066
O -0.319 0.189 -0.669
H -0.553 -1.794 -1.127
H 0.788 -0.933 -2.008
H 1.000 -1.486 -0.335
H 0.151 0.869 -1.110

=====

(2)
22
Properties=species:S:1:pos:R:3 method="wB97M-V/def2-TZVPD" spin_multiplicity=6 lumo_energy_ev="-9.753 / -11.665" charge=+2 gap_ev="7.25 / 5.87"
O 0.682 1.076 -4.771
C 0.468 0.683 -3.720
Fe -0.546 -0.005 -1.227
O -1.863 1.554 -3.308
C -1.552 0.890 -2.366
C -1.996 -0.392 -0.162
O -2.879 -0.594 0.566
C 0.624 -1.544 -0.792
O 0.881 -2.319 0.157
C -1.189 -1.613 -1.798
O -1.246 -2.519 -2.598
H 1.149 -0.811 -1.703
N 0.094 -0.144 2.770
C 1.391 0.593 2.338
C 0.997 1.487 1.173
O 1.486 2.631 1.075
O -0.013 0.994 0.479
H -0.623 0.493 2.942
H 0.358 -0.658 3.667
H -0.147 -0.808 2.053
H 1.789 1.129 3.200
H 2.135 -0.124 2.026

=====

Values of relative energy (zero: lowest compared OMol25 entry of this formula, charge and spin), in order: 0.311; 0.684, all in eV.